Record 1
Formula: C18H27N3O6S
Source: OMol25
Level of theory: the ωB97M-V functional and the def2-TZVPD basis

Bonds (Å) are listed after each position.
Geometry (Å):
1 O -1.971 4.607 -1.221  C2 1.212
2 C -1.847 3.920 -0.231  O1 1.212, C3 1.537, N20 1.344
3 C -3.014 3.083 0.315  C2 1.537, O4 1.411, H29 1.095, H30 1.095
4 O -2.623 1.981 1.105  C3 1.411, C5 1.359
5 C -1.973 0.948 0.507  O4 1.359, C6 1.393, C19 1.400
6 C -1.673 0.879 -0.852  C5 1.393, C7 1.385, H31 1.078
7 C -0.960 -0.205 -1.337  C6 1.385, C8 1.379, H32 1.079
8 C -0.549 -1.201 -0.477  C7 1.379, S9 1.782, C18 1.384
9 S 0.465 -2.544 -1.063  C8 1.782, O10 1.436, O11 1.433, N12 1.686
10 O 0.675 -2.401 -2.476  S9 1.436
11 O 1.614 -2.654 -0.213  S9 1.433
12 N -0.531 -3.863 -0.728  S9 1.686, C13 1.449, C17 1.452
13 C -1.652 -3.949 -1.641  N12 1.449, C14 1.531, H33 1.091, H34 1.099
14 C -2.582 -5.064 -1.157  C13 1.531, O15 1.406, H35 1.091, H36 1.101
15 O -1.902 -6.292 -1.057  C14 1.406, C16 1.410
16 C -0.802 -6.198 -0.181  O15 1.410, C17 1.528, H37 1.091, H38 1.100
17 C 0.181 -5.126 -0.651  N12 1.452, C16 1.528, H39 1.089, H40 1.099
18 C -0.856 -1.152 0.872  C8 1.384, C19 1.377, H41 1.077
19 C -1.573 -0.085 1.364  C5 1.400, C18 1.377, H42 1.079
20 N -0.727 3.845 0.509  C2 1.344, C21 1.444, H43 1.009
21 C 0.449 4.631 0.216  N20 1.444, C22 1.545, H44 1.093, H45 1.093
22 C 1.575 3.862 -0.510  C21 1.545, N23 1.443, H46 1.095, H47 1.092
23 N 2.285 2.836 0.216  C22 1.443, C24 1.448, C28 1.448
24 C 2.818 3.226 1.504  N23 1.448, C25 1.532, H48 1.092, H49 1.105
25 C 3.821 2.161 1.956  C24 1.532, O26 1.407, H50 1.092, H51 1.100
26 O 3.220 0.890 2.027  C25 1.407, C27 1.410
27 C 2.701 0.524 0.768  O26 1.410, C28 1.531, H52 1.091, H53 1.099
28 C 1.652 1.536 0.302  N23 1.448, C27 1.531, H54 1.091, H55 1.105
29 H -3.600 3.721 0.985  C3 1.095
30 H -3.658 2.781 -0.519  C3 1.095
31 H -1.965 1.666 -1.529  C6 1.078
32 H -0.700 -0.281 -2.381  C7 1.079
33 H -2.168 -2.987 -1.636  C13 1.091
34 H -1.303 -4.163 -2.661  C13 1.099
35 H -3.396 -5.222 -1.866  C14 1.091
36 H -2.994 -4.784 -0.176  C14 1.101
37 H -0.330 -7.181 -0.179  C16 1.091
38 H -1.152 -5.951 0.832  C16 1.100
39 H 1.002 -4.997 0.055  C17 1.089
40 H 0.587 -5.403 -1.634  C17 1.099
41 H -0.512 -1.946 1.515  C18 1.077
42 H -1.826 -0.009 2.410  C19 1.079
43 H -0.715 3.239 1.316  N20 1.009
44 H 0.121 5.439 -0.443  C21 1.093
45 H 0.827 5.060 1.146  C21 1.093
46 H 2.315 4.611 -0.813  C22 1.095
47 H 1.164 3.406 -1.412  C22 1.092
48 H 3.323 4.189 1.406  C24 1.092
49 H 2.030 3.309 2.275  C24 1.105
50 H 4.195 2.382 2.958  C25 1.092
51 H 4.662 2.139 1.247  C25 1.100
52 H 2.270 -0.473 0.873  C27 1.091
53 H 3.513 0.488 0.027  C27 1.099
54 H 1.280 1.248 -0.681  C28 1.091
55 H 0.811 1.521 1.019  C28 1.105

Output
E ... -1715.96301 hartree
LUMO energy ... 0.546 eV
ΔE to the lowest compared entry with this formula, charge and spin ... 55.4 kcal per mole

=====

Record 2
Formula: C5H10N2
Source: OMol25
Level of theory: the ωB97M-V functional and the def2-TZVPD basis

Bonds (Å) are listed after each position.
Geometry (Å):
1 C -0.958 -0.178 1.497  C2 1.529, H8 1.086, H9 1.088, H10 1.087
2 C -0.367 0.261 0.157  C1 1.529, N3 1.463, C4 1.515, C7 1.552
3 N -1.223 1.312 -0.393  C2 1.463, H11 1.014, H12 1.014
4 C 1.092 0.648 0.290  C2 1.515, C5 1.330, H13 1.073
5 C 1.850 -0.185 -0.417  C4 1.330, N6 1.384, H14 1.077
6 N 1.131 -1.215 -0.998  C5 1.384, C7 1.457, H15 1.009
7 C -0.287 -0.915 -0.852  C2 1.552, N6 1.457, H16 1.095, H17 1.091
8 H -0.403 -1.023 1.891  C1 1.086
9 H -0.908 0.637 2.216  C1 1.088
10 H -2.000 -0.459 1.360  C1 1.087
11 H -1.356 2.047 0.293  N3 1.014
12 H -0.790 1.726 -1.210  N3 1.014
13 H 1.422 1.474 0.890  C4 1.073
14 H 2.921 -0.174 -0.530  C5 1.077
15 H 1.435 -1.547 -1.901  N6 1.009
16 H -0.743 -0.609 -1.800  C7 1.095
17 H -0.814 -1.800 -0.491  C7 1.091

Output
E ... -306.00704 hartree
LUMO energy ... 1.038 eV
ΔE to the lowest compared entry with this formula, charge and spin ... 10.6 kcal per mole

=====

Question: Which of these has the lowest ΔE to the lowest compared entry with this formula, charge and spin?
Answer: C5H10N2

=====

What did the second record say?
Formula: C5H10N2
Source: OMol25
Level of theory: the ωB97M-V functional and the def2-TZVPD basis

Bonds (Å) are listed after each position.
Geometry (Å):
1 C -0.958 -0.178 1.497  C2 1.529, H8 1.086, H9 1.088, H10 1.087
2 C -0.367 0.261 0.157  C1 1.529, N3 1.463, C4 1.515, C7 1.552
3 N -1.223 1.312 -0.393  C2 1.463, H11 1.014, H12 1.014
4 C 1.092 0.648 0.290  C2 1.515, C5 1.330, H13 1.073
5 C 1.850 -0.185 -0.417  C4 1.330, N6 1.384, H14 1.077
6 N 1.131 -1.215 -0.998  C5 1.384, C7 1.457, H15 1.009
7 C -0.287 -0.915 -0.852  C2 1.552, N6 1.457, H16 1.095, H17 1.091
8 H -0.403 -1.023 1.891  C1 1.086
9 H -0.908 0.637 2.216  C1 1.088
10 H -2.000 -0.459 1.360  C1 1.087
11 H -1.356 2.047 0.293  N3 1.014
12 H -0.790 1.726 -1.210  N3 1.014
13 H 1.422 1.474 0.890  C4 1.073
14 H 2.921 -0.174 -0.530  C5 1.077
15 H 1.435 -1.547 -1.901  N6 1.009
16 H -0.743 -0.609 -1.800  C7 1.095
17 H -0.814 -1.800 -0.491  C7 1.091

Output
E ... -306.00704 hartree
LUMO energy ... 1.038 eV
ΔE to the lowest compared entry with this formula, charge and spin ... 10.6 kcal per mole

=====

Question: LUMO energy of number 2 (C5H10N2)?
Answer: 1.038 eV